No. 1
Below is a cluster of 5 separate species, C33H42N4O13PS in total at a distorted geometry, with properties calculated with ωB97M-V with the def2-TZVPD basis set.

```
! wB97M-V def2-TZVPD RIJCOSX def2/J DEFGRID3
* xyz -1 1
C 4.3617 0.7707 -1.4243
C 4.8074 -0.6774 -1.5965
C 3.7577 -1.6743 -1.1428
P 2.2876 -1.8461 -2.3174
S 3.5554 -3.1723 -3.6357
O 1.7145 -3.2232 -1.3643
C 0.8149 -2.8228 -0.3740
C 0.1771 -1.5767 -0.9051
C -0.7915 -0.8468 0.0322
O -0.8457 0.5612 -0.1948
C -1.3079 0.8699 -1.4813
O -1.0814 2.2197 -1.7735
C 0.3096 2.5488 -1.8114
C 0.8193 2.6947 -3.2322
O 0.3975 1.6274 -4.0716
O 1.2060 -0.7774 -1.3881
H 3.3187 0.8915 -1.6831
H 4.9687 1.4254 -2.0462
H 4.4938 1.0763 -0.3884
H 5.7089 -0.8302 -0.9997
H 5.0632 -0.8867 -2.6334
H 3.3811 -1.3703 -0.1681
H 4.1841 -2.6668 -1.0334
H 2.7030 -0.6767 -3.0696
H 1.2172 -2.0312 -3.2607
H 2.5985 -3.6004 -4.4541
H 1.3531 -2.5329 0.5418
H 0.0351 -3.5451 -0.1773
H -0.4279 -1.9148 -1.7647
H -1.7878 -1.2914 -0.0436
H -0.4856 -0.9640 1.0722
H -2.3806 0.7153 -1.5726
H -0.8170 0.2759 -2.2476
H 0.4223 3.5005 -1.2944
H 0.9143 1.8059 -1.3087
H 1.9084 2.6646 -3.1672
H 0.5154 3.6337 -3.6840
H 0.9228 0.8477 -3.8186
C -0.5682 -2.5424 5.8580
C -1.9074 -2.3852 5.5279
C -2.3763 -2.8384 4.3067
C -1.4895 -3.4430 3.4389
C -0.1522 -3.6062 3.7433
C 0.3071 -3.1487 4.9670
N -1.9817 -3.9254 2.1370
O -3.1516 -3.7250 1.8615
O -1.1796 -4.4766 1.4114
H -0.2042 -2.1867 6.8128
H -2.5891 -1.9051 6.2156
H -3.4141 -2.7212 4.0345
H 0.5172 -4.0724 3.0359
H 1.3515 -3.2626 5.2219
C -4.4949 2.5128 -2.4082
C -5.6678 3.1547 -2.0338
C -6.8944 2.5518 -2.2605
C -6.9216 1.3076 -2.8622
C -5.7679 0.6494 -3.2494
C -4.5498 1.2655 -3.0152
N -8.2247 0.6567 -3.0840
O -9.2262 1.2638 -2.7497
O -8.2264 -0.4530 -3.5819
H -3.5327 2.9767 -2.2257
H -5.6275 4.1260 -1.5607
H -7.8135 3.0388 -1.9726
H -5.8184 -0.3225 -3.7161
H -3.6349 0.7694 -3.3069
C -6.2667 -0.2861 0.5800
C -6.7595 -0.7736 1.7828
C -5.9902 -0.6927 2.9303
C -4.7347 -0.1197 2.8485
C -4.2191 0.3652 1.6613
C -5.0006 0.2788 0.5198
N -3.9263 -0.0176 4.0753
O -4.3987 -0.4790 5.1030
O -2.8384 0.5133 3.9990
H -6.8713 -0.3484 -0.3153
H -7.7448 -1.2166 1.8276
H -6.3598 -1.0675 3.8723
H -3.2298 0.8006 1.6219
H -4.6180 0.6520 -0.4186
C 10.2603 2.7000 0.4815
C 9.2605 3.3840 -0.1960
C 7.9315 3.1851 0.1397
C 7.6308 2.3012 1.1564
C 8.6075 1.6052 1.8397
C 9.9334 1.8099 1.4952
N 6.2170 2.0960 1.5245
O 5.3828 2.7032 0.8866
O 5.9781 1.3197 2.4306
H 11.2973 2.8596 0.2173
H 9.5146 4.0736 -0.9890
H 7.1419 3.7050 -0.3811
H 8.3368 0.9154 2.6243
H 10.7119 1.2729 2.0193
*
```

Its HOMO energy is -4.5 eV. The calculation puts the gap between HOMO and LUMO at 0.201 hartree. As for the lowest unoccupied orbital energy: 1.0 eV. The total energy comes out at -3219.0078 Ha.



No. 2
Below is a structure of composition C33H42P2ReS6Si2Te, with properties calculated with ωB97M-V with the def2-TZVPD basis set.

```
! wB97M-V def2-TZVPD RIJCOSX def2/J DEFGRID3
* xyz 0 2
Re 1.5376 -0.9978 -0.6320
S 1.9500 -0.4671 -3.0285
P 0.1809 0.4770 -2.7487
C -0.0510 0.2026 -1.0611
P -1.1715 1.0702 -0.0243
S -0.3243 1.9621 1.5168
C -2.1403 2.2613 -1.0027
C -3.2036 1.8384 -1.7968
C -3.9254 2.7574 -2.5453
C -3.5939 4.1044 -2.4948
C -2.5404 4.5309 -1.6973
C -1.8150 3.6136 -0.9525
C -2.4316 -0.1110 0.5548
C -3.4347 0.3631 1.4002
C -4.3937 -0.5032 1.8974
C -4.3541 -1.8531 1.5630
C -3.3564 -2.3305 0.7279
C -2.3983 -1.4592 0.2217
C -1.0291 -0.2714 -3.8653
C -0.8420 -0.1683 -5.2445
C -1.7169 -0.7996 -6.1121
C -2.7737 -1.5507 -5.6093
C -2.9474 -1.6754 -4.2398
C -2.0730 -1.0384 -3.3686
C 0.2959 2.2227 -3.2140
C -0.6140 2.8509 -4.0566
C -0.4743 4.2030 -4.3398
C 0.5588 4.9303 -3.7707
C 1.4590 4.3086 -2.9121
C 1.3311 2.9584 -2.6373
H -3.4842 0.7931 -1.8195
H -4.7536 2.4213 -3.1568
H -4.1633 4.8237 -3.0713
H -2.2815 5.5817 -1.6547
H -0.9981 3.9371 -0.3194
H -3.4497 1.4107 1.6777
H -5.1702 -0.1290 2.5532
H -5.1007 -2.5304 1.9585
H -3.3154 -3.3817 0.4687
H -1.6152 -1.8337 -0.4264
H -0.0057 0.3991 -5.6375
H -1.5706 -0.7151 -7.1817
H -3.4538 -2.0482 -6.2893
H -3.7586 -2.2744 -3.8442
H -2.1946 -1.1492 -2.3002
H -1.4413 2.2967 -4.4802
H -1.1845 4.6884 -4.9974
H 0.6635 5.9852 -3.9913
H 2.2627 4.8768 -2.4607
H 2.0337 2.4651 -1.9754
S 0.7555 -3.1283 -0.9273
S 2.2336 -4.0512 -2.0668
S 3.8425 -3.7943 -0.8304
S 3.7830 -1.7586 -0.4355
C 0.8903 -2.6810 5.4522
Si 1.1815 -3.8228 3.9932
C -0.4484 -4.5169 3.3834
C 2.3522 -5.1962 4.4941
C 1.9566 -2.8834 2.5596
Te 0.8133 -1.1695 1.9849
C 1.9075 0.1676 3.2445
Si 3.4453 1.1007 2.6562
C 3.5692 2.6136 3.7560
C 4.9506 0.0199 2.9199
C 3.3326 1.7182 0.8885
H 0.3985 -3.2265 6.2625
H 0.2481 -1.8367 5.1875
H 1.8298 -2.2828 5.8465
H -1.0685 -4.8836 4.2053
H -0.2817 -5.3443 2.6882
H -1.0208 -3.7495 2.8532
H 1.9253 -5.8132 5.2899
H 3.2989 -4.7886 4.8584
H 2.5735 -5.8487 3.6458
H 1.9898 -3.5231 1.6730
H 2.9759 -2.5353 2.7435
H 2.1643 -0.4505 4.1082
H 1.1482 0.8834 3.5643
H 3.5945 2.3382 4.8142
H 2.7105 3.2717 3.6000
H 4.4763 3.1847 3.5383
H 4.9591 -0.3742 3.9404
H 5.8690 0.5969 2.7806
H 4.9782 -0.8224 2.2291
H 2.5650 2.4875 0.7970
H 3.0773 0.9340 0.1645
H 4.2959 2.1193 0.5569
*
```

As for the expectation value of S²: 0.87. Its HOMO energy (alpha / beta) is -7.1 / -7.2 eV. The calculation puts the gap between HOMO and LUMO (alpha / beta) at 0.187 / 0.219 hartree. As for the energy relative to the best compared isomer or geometry (same formula, charge and spin): 56.70 kJ/mol. As for the lowest unoccupied orbital energy (alpha / beta): -2.0 / -1.2 eV. The total energy comes out at -5279.9456 Ha.



No. 3
Below is a structure of composition C33H43HfI2N8OS2Si at a distorted geometry, with properties calculated with ωB97M-V with the def2-TZVPD basis set.

```
! wB97M-V def2-TZVPD RIJCOSX def2/J DEFGRID3
* xyz 1 1
Hf -19.7182 -2.3064 -2.2870
C -25.8839 -2.5061 -1.0478
C -24.8469 -1.4747 -1.4243
N -24.0808 -1.8769 -2.5993
C -22.9308 -2.5410 -2.6374
S -21.9576 -2.8041 -1.1409
N -22.4760 -2.9117 -3.8203
N -21.2554 -3.4616 -3.6841
C -20.9039 -4.3860 -4.4793
C -21.6869 -4.8475 -5.6925
C -19.6495 -5.0504 -4.0824
C -19.1689 -6.1457 -4.7799
C -17.9997 -6.7155 -4.3639
C -17.3252 -6.1811 -3.2553
C -17.9078 -5.0863 -2.6126
N -18.9838 -4.4907 -3.0585
H -26.4629 -2.1556 -0.1951
H -26.5836 -2.7680 -1.8651
H -25.3875 -3.4600 -0.6908
H -25.3635 -0.5715 -1.6519
H -24.1509 -1.2595 -0.6249
H -24.6054 -1.8341 -3.4647
H -22.6737 -4.3878 -5.7533
H -21.1839 -4.6055 -6.6122
H -21.7867 -5.9218 -5.6441
H -19.8090 -6.5783 -5.5305
H -17.5802 -7.5982 -4.8561
H -16.4460 -6.6596 -2.8577
H -17.4605 -4.6519 -1.7504
I -22.8095 1.1544 -4.7649
C -21.1468 0.1461 -5.5043
C -20.7455 0.4126 -6.8390
C -19.5881 -0.1103 -7.3737
I -19.0113 0.5022 -9.3360
C -18.7160 -0.8801 -6.5530
C -17.4833 -1.4663 -7.0156
C -16.7394 -2.1978 -6.1258
C -17.2229 -2.3903 -4.8159
N -18.3770 -1.9111 -4.3854
C -19.1241 -1.1485 -5.2376
C -20.3362 -0.6356 -4.7155
O -20.4724 -0.8621 -3.4389
H -21.3200 1.0586 -7.4703
H -17.1700 -1.2557 -8.0251
H -15.7896 -2.6077 -6.4281
H -16.6827 -3.0354 -4.1297
C -14.1824 -2.7166 1.8261
Si -15.4968 -1.4798 1.6786
C -15.1011 -0.2173 0.4086
C -15.8243 -0.6645 3.3111
C -17.1367 -2.4452 1.2660
C -17.7124 -3.1352 2.3372
C -18.9307 -3.8389 2.2220
C -19.5773 -3.8427 0.9901
N -19.0057 -3.3037 -0.1080
C -17.8169 -2.6250 0.0352
S -17.2137 -2.0148 -1.4932
H -13.2724 -2.2575 2.0706
H -14.0512 -3.1687 0.8173
H -14.4047 -3.4580 2.6031
H -14.3640 0.5199 0.8098
H -15.9524 0.3037 0.0019
H -14.6219 -0.6928 -0.4545
H -14.8682 -0.6622 3.8206
H -16.6088 -1.1165 3.9045
H -16.0598 0.3659 3.1727
H -17.1614 -3.1563 3.2699
H -19.3452 -4.3536 3.0703
H -20.5390 -4.3404 0.8149
C -18.4338 3.5078 0.4407
C -19.8198 2.9990 0.0459
N -20.0655 1.5453 0.1327
C -20.5296 0.9522 1.3908
C -19.4448 0.4751 2.3783
C -19.7461 0.7350 -0.8855
C -19.2238 1.3265 -2.1544
N -19.8883 -0.5886 -0.7692
H -18.3049 4.5663 0.2267
H -17.6823 2.9711 -0.1256
H -18.2385 3.3542 1.5215
H -20.0706 3.3505 -0.9447
H -20.5378 3.4592 0.6818
H -21.2260 0.1225 1.1359
H -21.0815 1.8083 1.8807
H -18.6241 0.0217 1.8336
H -19.8017 -0.2988 3.0923
H -19.0742 1.3404 2.9259
H -19.9658 1.5897 -2.8405
H -18.5491 0.6462 -2.6063
H -18.5829 2.2151 -1.9214
H -20.1041 -0.8224 0.1693
*
```

Its HOMO energy is -10.2 eV. The calculation puts the gap between HOMO and LUMO at 0.267 hartree. As for the energy relative to the best compared isomer or geometry (same formula, charge and spin): 32.71 kJ/mol. As for the lowest unoccupied orbital energy: -3.0 eV. The total energy comes out at -3525.9349 Ha.



No. 4
Below is a structure of composition C33H43IN10O7OsS3 at a distorted geometry, with properties calculated with ωB97M-V with the def2-TZVPD basis set.

```
! wB97M-V def2-TZVPD RIJCOSX def2/J DEFGRID3
* xyz 2 1
Os -2.1424 -0.4384 -1.4767
N -0.9995 1.3390 -1.5458
N -0.3249 1.2659 -2.8004
C 0.1456 -0.0323 -3.0868
O 0.9770 -0.2547 -3.9127
O -0.4879 -0.9643 -2.3734
H -1.5393 2.1996 -1.5123
H -0.2894 1.3451 -0.7887
H 0.3729 1.9863 -2.9509
N -5.9589 -0.2379 0.5471
C -4.9291 -0.6723 -0.1582
O -3.8774 0.0002 -0.2131
C -5.0803 -1.9790 -0.8848
I -3.1968 -2.9457 -0.9091
H -5.9032 0.6567 1.0115
H -6.8178 -0.7593 0.6119
H -5.3358 -1.8400 -1.9371
H -5.8046 -2.6410 -0.4180
C 6.7287 -1.5382 0.8093
C 5.9534 -1.0082 -0.3928
C 4.4504 -1.2224 -0.2804
N 3.8949 -0.4424 0.8290
C 2.8885 0.4114 0.7547
S 1.9270 0.6073 -0.6185
N 2.5560 1.1427 1.8733
C 3.0696 1.1176 3.1871
O 2.2783 1.1794 4.1034
C 4.5381 1.0949 3.3745
C 5.0599 0.4528 4.4954
C 6.4244 0.4831 4.7289
C 7.2603 1.1792 3.8644
C 6.7395 1.8367 2.7567
C 5.3795 1.7865 2.5013
H 7.8012 -1.4185 0.6624
H 6.5323 -2.6012 0.9628
H 6.4806 -1.0097 1.7349
H 6.2892 -1.5172 -1.2978
H 6.1507 0.0569 -0.5406
H 4.2353 -2.2785 -0.0974
H 3.9311 -0.9235 -1.1861
H 4.4244 -0.4727 1.6903
H 1.6399 1.5667 1.8115
H 4.3903 -0.0554 5.1767
H 6.8363 -0.0220 5.5918
H 8.3241 1.2149 4.0584
H 7.3930 2.3912 2.0969
H 4.9655 2.3040 1.6444
C -0.0591 -0.1134 6.4170
C -1.2679 0.1795 5.5435
N -1.1534 1.4338 4.8041
C -1.2132 2.6857 5.5760
C 0.1361 3.3812 5.6573
C -1.0953 1.5399 3.4753
O -1.1880 2.5991 2.8585
C -0.8766 0.3131 2.6213
C 0.0489 -0.6923 2.8541
C 0.3144 -1.6076 1.8474
C -0.3385 -1.4987 0.6406
N -1.2822 -0.5558 0.4360
C -1.5307 0.3357 1.4004
H -0.1876 -1.0722 6.9188
H 0.0568 0.6486 7.1878
H 0.8637 -0.1332 5.8342
H -2.1629 0.2522 6.1671
H -1.4566 -0.6301 4.8393
H -1.5786 2.4245 6.5690
H -1.9481 3.3393 5.1072
H 0.8815 2.7465 6.1349
H 0.0417 4.2996 6.2368
H 0.4901 3.6435 4.6617
H 0.6034 -0.7221 3.7826
H 1.0550 -2.3844 1.9752
H -0.1031 -2.1458 -0.1938
H -2.2481 1.1167 1.1942
N -2.8700 -1.0569 -9.9032
C -2.9737 -1.3969 -8.5988
C -1.8355 -1.3784 -7.7647
C -1.9335 -1.7315 -6.4441
C -3.1778 -2.0993 -5.9190
C -4.3170 -2.1138 -6.7244
C -4.2160 -1.7682 -8.0512
S -3.2822 -2.5613 -4.2634
O -4.6623 -2.8177 -3.9216
O -2.2718 -3.5012 -3.8948
N -2.8428 -1.1383 -3.4826
C -3.5973 -0.0463 -3.6292
S -4.7498 0.6045 -4.7263
C -4.8164 2.0387 -3.7325
C -4.0133 1.9522 -2.6537
N -3.3426 0.7480 -2.6204
H -1.9771 -0.8539 -10.3139
H -3.6587 -1.1293 -10.5196
H -0.8759 -1.0975 -8.1795
H -1.0526 -1.7340 -5.8129
H -5.2681 -2.4127 -6.3042
H -5.0926 -1.7944 -8.6856
H -5.4330 2.8730 -4.0234
H -3.8923 2.6880 -1.8744
*
```

Its HOMO energy is -12.3 eV. The calculation puts the gap between HOMO and LUMO at 0.219 hartree. As for the energy relative to the best compared isomer or geometry (same formula, charge and spin): 107.10 kJ/mol. As for the lowest unoccupied orbital energy: -6.3 eV. The total energy comes out at -3940.0625 Ha.